ORCA calculation (the ωB97M-V functional and the def2-TZVPD basis) on C3H3N5 as an isolated structure in a non-equilibrium geometry.

Values from the calculation:
Frontier orbital gap, eV: 7.90

Positions of all 11 atoms, in Å:
C 1.19489 0.33365 -0.13517
C -0.52825 1.41528 -0.14148
C -1.21002 -0.79808 0.27471
H 2.07375 -1.39885 1.02644
H -1.26936 2.25024 -0.52885
H -1.86745 -1.44656 0.75329
N 1.91544 -0.25118 0.80116
N 0.71226 1.52670 -0.58734
N -1.36593 0.42116 0.40927
N -0.32308 -1.30559 -0.72730
N 0.66775 -0.74677 -1.14472

Atomic partial charges in e from the Löwdin method, atoms 1 to 8:
1. C -0.50
2. C -0.18
3. C -0.18
4. H 0.15
5. H 0.15
6. H 0.10
7. N 0.10
8. N 0.17

=====

ORCA calculation (the ωB97M-V functional and the def2-TZVPD basis) on one molecule with the formula C3H3N5 in a non-equilibrium geometry.

Values from the calculation:
SMILES string: [H]/N=c1/cnncnn1
Frontier orbital gap, eV: 7.43

Positions of all 11 atoms, in Å:
C -0.99536 -0.13287 0.11214
C -0.02785 -1.11405 -0.28456
C 1.70782 0.71644 0.27365
H -3.10288 0.61601 0.06537
H -0.84382 -1.99394 -0.58489
H 2.27121 1.50088 0.71610
N -2.39370 -0.37328 0.32334
N 1.31365 -1.29542 -0.32683
N 2.10928 -0.44965 0.37632
N 0.64826 1.38070 -0.49974
N -0.68663 1.14519 -0.17089

Atomic partial charges in e from the Löwdin method, atoms 1 to 8:
1. C -0.46
2. C -0.10
3. C -0.22
4. H 0.16
5. H 0.17
6. H 0.10
7. N 0.09
8. N 0.03

=====

Summary of total energy in a.u.
-389.7112 -389.6107
(order as listed above)